Entry 1:
Entry from OMol25: a cluster of 2 separate species, C4H12OSi2 in total at a distorted geometry (ωB97M-V/def2-TZVPD).

* total charge: 0
* E: -22143.03516 eV
* energy above the lowest of the compared OMol25 structures with the same formula, charge and spin: 91.6 kcal per mole
* HOMO-LUMO gap: 0.325 Ha

Each line ends with the Mulliken charge.
Geometry (Å):
H1 -0.74 -2.00 -0.83  0.3760
C1 0.37 2.75 0.70  -0.7098
Si1 -0.03 0.20 -0.42  -0.1282
H2 2.99 -2.05 0.22  -0.1658
H3 1.35 2.60 0.79  0.2909
H4 -2.91 -2.25 0.53  0.3113
H5 -1.61 2.18 0.44  0.3599
C2 -0.59 1.95 0.21  -0.1793
H6 -0.63 0.52 -2.75  -0.0979
Si2 2.95 -0.69 0.03  0.3553
H7 3.64 -0.12 1.04  -0.1643
C3 -2.56 -1.33 -0.03  -1.0095
H8 -2.88 -0.47 0.47  0.3035
O1 1.47 -0.11 0.04  0.2743
H9 3.58 -0.35 -1.20  -0.1255
H10 -0.60 -1.81 0.85  0.3968
H11 0.17 3.76 1.06  0.2317
H12 -2.98 -1.38 -1.06  0.2851
C4 -0.98 -1.39 -0.08  -0.6046

---

Entry 2:
Entry from OMol25: an isolated molecule of C4H8OS at a distorted geometry (ωB97M-V/def2-TZVPD).

* total charge: 0
* E: -17157.79408 eV
* energy above the lowest of the compared OMol25 structures with the same formula, charge and spin: 61.3 kcal per mole
* HOMO-LUMO gap: 0.356 Ha

Each line ends with the Mulliken charge.
Geometry (Å):
O1 2.48 0.14 0.49  -0.5963
H1 0.20 -0.54 1.57  0.4245
H2 -1.88 -1.42 0.20  0.3871
H3 -0.96 -2.09 -1.03  0.3271
H4 -0.53 0.29 -1.39  0.2687
C1 -0.98 -1.89 0.04  -1.3995
C2 -0.05 0.40 -0.35  -0.0289
H5 0.19 2.06 0.92  0.3314
H6 -0.79 -2.76 0.53  0.4058
H7 1.21 2.43 -0.46  0.2665
H8 -0.57 2.68 -0.49  0.3648
S1 1.54 -0.50 -0.45  0.3666
C3 0.19 2.02 -0.08  -1.0842
C4 -0.06 -0.82 0.53  -0.0335

---

Entry 3:
Entry from OMol25: a cluster of 2 separate species, C4H7BO2 in total at a distorted geometry (ωB97M-V/def2-TZVPD).

* total charge: 0
* E: -9027.69982 eV
* energy above the lowest of the compared OMol25 structures with the same formula, charge and spin: 152.5 kcal per mole
* HOMO-LUMO gap (spin up / spin down): 0.287 / 0.279 Ha

Each line ends with the Mulliken charge.
Geometry (Å):
H1 -2.54 0.52 0.67  0.3958
H2 -1.12 -3.49 -2.26  0.2654
C1 1.47 -0.65 -1.91  -0.3773
H3 2.13 -0.24 -1.10  0.2098
O1 -1.50 -2.68 -2.31  -0.3860
C2 0.42 1.66 2.46  -1.1818
H4 1.17 2.26 1.86  0.2561
O2 0.33 -1.16 -1.69  0.1033
H5 1.61 -0.14 -2.86  0.2650
H6 0.89 0.91 2.98  0.3207
B1 -0.88 -1.57 -1.75  -0.0871
C3 -0.74 1.32 1.69  -0.1168
C4 -1.55 0.84 0.98  0.0264
H7 0.30 2.43 3.24  0.3066

---

Entry 4:
Entry from OMol25: an isolated molecule of C22H25F2N3O5S at a distorted geometry (ωB97M-V/def2-TZVPD).

* total charge: 0
* E: -54197.33220 eV
* structure (SMILES): COCCCNC(=O)/C(C#N)=c1\s/c(=C\c2ccccc2OC(F)F)c(=O)n1CCCOC
* energy above the lowest of the compared OMol25 structures with the same formula, charge and spin: 23.4 kcal per mole
* HOMO-LUMO gap: 0.275 Ha

Each line ends with the Mulliken charge.
Geometry (Å):
H1 -0.58 1.71 -3.14  0.2078
H2 -0.18 3.76 1.85  0.5179
H3 0.84 4.30 -0.47  0.3495
H4 -4.20 -2.06 -1.87  0.3825
C1 2.59 0.10 0.38  0.0439
C2 -1.26 4.15 0.02  -0.2377
C3 -4.98 -1.52 -1.32  -1.0513
H5 -5.92 -3.36 -0.75  0.3702
H6 -0.25 4.93 -1.73  0.4722
H7 -5.75 -1.20 -2.02  0.4283
H8 -1.43 5.17 0.35  0.5077
O1 1.69 2.59 1.47  -0.6637
O2 -2.24 -1.17 -0.92  -0.7269
H9 -4.93 0.37 -0.37  0.2364
H10 -6.45 -0.86 0.95  0.2542
O3 0.05 2.90 -1.65  -0.1990
C4 -5.59 -2.44 -0.26  -0.2691
H11 3.27 0.81 0.83  0.6175
C5 0.93 1.79 0.97  -0.1401
C6 -0.97 3.29 1.25  -1.4086
H12 -4.82 -2.70 0.47  0.2269
H13 -8.80 -3.42 0.40  0.3010
C7 3.19 -1.10 -0.13  1.2227
C8 -0.85 2.67 -2.71  -0.7610
S1 -0.14 -0.33 -0.22  -0.2263
F1 7.30 -0.38 -0.30  -0.2527
C9 3.09 -3.26 -1.23  -1.0802
C10 -6.77 -1.78 0.47  -0.4533
C11 1.29 0.49 0.39  0.1596
H14 1.40 -2.01 -0.88  0.4873
H15 6.89 0.64 1.37  0.2545
C12 6.58 -0.28 0.85  0.3570
H16 -8.49 -4.09 2.02  0.2581
C13 -0.11 4.13 -0.99  -0.8451
H17 -1.89 2.64 -2.38  0.3032
N1 -0.44 1.99 0.89  -0.0016
C14 -1.15 0.99 0.30  0.9932
C15 4.58 -1.28 0.01  0.6727
N2 -4.30 2.59 0.81  -0.6030
H18 6.27 -2.56 -0.35  0.3978
O4 5.26 -0.24 0.65  -0.3991
H19 -2.18 3.81 -0.47  0.2118
C16 -8.02 -3.69 1.12  -0.6850
C17 4.46 -3.41 -1.08  -0.6603
N3 -4.35 -0.35 -0.76  -0.1483
H20 -7.56 -1.55 -0.26  0.3051
C18 5.21 -2.42 -0.46  -0.8291
C19 -3.01 -0.29 -0.55  0.5853
H21 -0.75 3.45 -3.48  0.3398
H22 -1.86 3.17 1.86  0.4771
H23 2.51 -4.03 -1.71  0.4107
H24 -7.38 -4.46 0.68  0.2743
F2 6.97 -1.34 1.60  -0.2516
C20 -3.45 1.87 0.52  -0.4004
C21 -2.51 0.92 0.12  0.2629
H25 4.96 -4.29 -1.44  0.3847
C22 2.47 -2.12 -0.76  -0.5996
O5 -7.29 -2.56 1.52  -0.3806

---

Entry 5:
Entry from OMol25: an isolated molecule of C2HN5O at a distorted geometry (ωB97M-V/def2-TZVPD).

* total charge: 0
* E: -11582.38981 eV
* structure (SMILES): O=c1nncnnn1
* energy above the lowest of the compared OMol25 structures with the same formula, charge and spin: 83.4 kcal per mole
* HOMO-LUMO gap: 0.318 Ha

Each line ends with the Mulliken charge.
Geometry (Å):
N1 -0.31 -1.34 -0.61  -0.0974
N2 -1.21 0.58 0.52  -0.0680
H1 -1.32 -1.26 1.14  0.4319
C1 -0.89 -0.66 0.42  -0.0588
N3 0.53 1.56 -0.70  -0.1508
N4 0.73 -0.74 -1.08  -0.2465
N5 -0.73 1.47 -0.39  -0.1269
O1 2.03 0.10 0.75  -0.3960
C2 1.17 0.30 -0.04  0.7124

---

Entry 6:
Entry from OMol25: a structure of composition C48H39ClCrF4N6OP (ωB97M-V/def2-TZVPD).

* total charge: +1
* E: -122494.80340 eV
* 2S+1: 5
* energy above the lowest of the compared OMol25 structures with the same formula, charge and spin: 59.1 kcal per mole
* HOMO-LUMO gap (spin up / spin down): 0.249 / 0.253 Ha

Each line ends with the Mulliken charge.
Geometry (Å):
C1 -0.23 -0.24 7.07  -0.7330
H1 0.84 0.82 -5.59  0.0801
C2 -2.33 0.46 -1.41  1.6753
H2 -3.38 -0.06 2.73  0.6815
C3 1.44 -1.94 6.82  -0.5627
H3 2.00 -2.60 6.17  0.4573
H4 -2.97 -2.56 0.33  0.4326
H5 -0.96 0.45 6.67  0.2604
H6 -3.11 -3.55 -6.63  0.3979
N1 -0.79 -0.54 4.18  -0.0954
H7 -2.41 5.49 -5.28  0.4252
F1 1.29 1.90 3.01  -0.4551
C4 0.48 -1.10 6.25  0.2175
H8 -3.39 1.35 -4.86  0.5069
C5 2.67 -0.77 -4.54  -1.3987
H9 3.22 -1.30 -3.76  0.3884
H10 2.41 -2.06 -2.09  0.4364
H11 3.25 2.35 -3.52  0.4258
C6 -1.99 -0.86 -0.67  -0.1977
H12 2.77 -2.85 2.09  0.6298
C7 -1.96 -0.86 -4.10  0.7940
C8 4.30 0.21 2.01  0.1289
H13 -3.87 3.56 -5.83  0.4638
C9 4.17 0.24 0.64  0.4921
C10 -2.79 -2.80 -5.92  -0.6592
C11 2.23 -2.49 1.23  -0.6066
C12 -1.65 -2.04 -6.18  -0.9632
H14 2.41 -2.57 8.62  0.4493
H15 3.59 -3.23 -0.27  0.4604
H16 2.48 1.29 -6.07  0.4906
C13 -3.19 -1.65 -0.22  -0.4717
C14 3.97 0.79 -2.24  -0.9448
H17 1.78 -1.35 -4.79  0.2591
H18 4.32 1.20 -4.34  0.3740
C15 -2.20 4.51 -4.86  -0.6641
H19 -5.80 0.20 -1.32  0.4355
C16 -1.45 -0.43 1.73  0.4696
C17 -2.12 2.06 0.33  -0.3576
C18 -1.66 2.00 -3.78  0.0233
C19 -2.75 2.19 -4.63  -0.7422
H20 0.73 0.80 10.94  0.3450
C20 -1.00 -0.76 0.47  1.5107
C21 1.99 -2.05 -1.09  -0.6539
C22 -2.72 0.28 1.94  -1.0756
H21 4.38 -0.23 -2.33  0.3962
H22 -3.94 1.94 1.54  0.4385
C23 0.31 -1.31 0.32  -0.8082
C24 -1.11 4.35 -4.03  -0.6535
C25 -3.02 3.44 -5.17  -0.8358
H23 -1.09 -2.20 -7.09  0.4617
F2 1.02 1.94 0.35  -0.2986
C26 1.76 1.29 -5.24  -0.9644
C27 -3.10 -1.63 -3.85  -0.5752
H24 3.47 0.72 3.93  0.5514
C28 3.36 0.76 2.86  -0.4238
C29 0.95 -1.06 9.00  0.8865
C30 3.51 1.29 -3.60  -1.3887
H25 -1.50 -1.52 -1.40  0.6741
O1 1.25 -1.12 10.31  -0.4536
H26 3.32 -0.72 -5.42  0.3895
C31 1.67 -1.92 8.17  -0.5702
H27 -4.04 1.66 -2.11  0.5566
N2 0.87 -1.35 -0.93  -0.1607
Cr1 1.01 0.50 -2.12  0.5220
C32 -0.64 -0.75 2.84  -0.1796
C33 -4.76 -0.07 -1.17  -0.9828
C34 0.55 -0.25 11.19  -0.8443
C35 1.04 -1.79 1.43  0.7113
H28 0.94 -0.46 12.18  0.2434
C36 2.26 1.34 2.25  0.1149
C37 3.07 0.82 0.00  -0.1076
H29 1.55 2.32 -4.98  0.4447
H30 4.81 1.41 -1.91  0.4506
C38 -3.50 -2.60 -4.76  -0.7932
N3 -1.76 1.68 -0.82  -0.0481
H31 -0.57 0.47 9.06  0.4069
H32 -1.52 -0.03 4.64  0.3137
C39 -3.80 0.73 -1.62  -0.6554
F3 5.38 -0.41 2.53  -0.3724
H33 -4.38 -3.19 -4.55  0.4730
H34 -3.67 -1.48 -2.95  0.2543
C40 2.13 1.37 0.88  0.2624
P1 -1.33 0.41 -2.98  0.9299
C41 2.68 -2.68 -0.05  -1.2849
C42 -3.04 1.40 1.28  -0.9756
C43 -0.86 3.09 -3.51  0.8468
C44 -1.24 -1.09 -5.27  -0.6249
H35 -0.53 -0.45 11.17  0.3422
H36 -1.70 3.00 0.68  0.4727
C45 0.28 -1.14 4.80  0.2882
H37 -0.46 5.18 -3.79  0.5465
C46 -0.01 -0.21 8.44  -0.7397
H38 -0.35 -0.51 -5.48  0.2375
N4 2.30 0.57 -4.08  1.0763
F4 5.12 -0.39 -0.10  -0.4474
C47 -4.45 -1.31 -0.47  -1.1549
C48 0.53 -1.48 2.72  0.6497
N5 2.84 0.89 -1.34  0.7866
H39 -5.26 -1.95 -0.14  0.4415
Cl1 0.57 2.94 -2.49  -0.1943
N6 1.09 -1.72 3.94  -0.7613

---

Entry 7:
Entry from OMol25: an isolated molecule of CHBr2O2P at a distorted geometry (ωB97M-V/def2-TZVPD).

* total charge: 0
* E: -154523.16576 eV
* structure (SMILES): O=COP(Br)Br
* energy above the lowest of the compared OMol25 structures with the same formula, charge and spin: 0.0 kcal per mole
* HOMO-LUMO gap: 0.359 Ha

Each line ends with the Mulliken charge.
Geometry (Å):
P1 0.74 0.60 -1.26  0.4039
C1 -1.10 -0.43 0.54  0.3443
H1 -0.09 -0.71 1.11  0.1361
Br1 1.46 2.19 0.24  -0.1561
Br2 1.96 -1.16 -0.86  -0.1194
O1 -2.22 -0.58 0.90  -0.3813
O2 -0.74 0.09 -0.67  -0.2275